No. 1
Molecular formula: C4H6N2O
Method: DFT, ωB97M-V/def2-TZVPD

Values from the calculation:
Energy above the lowest of the compared OMol25 structures with the same formula, charge and spin ... 78.73 kcal per mole
HOMO-LUMO gap ... 10.0449 eV
HOMO level ... -9.169 eV
SMILES ... C=NN1CC(=O)C1
DFT total energy ... -9270.08768 eV
E_LUMO ... 0.032 hartree

The geometry in ORCA input format:
```
! wB97M-V def2-TZVPD RIJCOSX def2/J DEFGRID3
* xyz 0 1
C 1.21638 1.77444 1.37811
N 0.83113 0.54751 1.54390
N -0.20935 0.06972 0.77854
C -0.40347 0.66489 -0.60058
C -0.52015 -0.79915 -1.14168
O -0.81192 -1.19496 -2.22308
C -0.22886 -1.31565 0.29139
H 2.01525 2.13759 2.08806
H 0.81728 2.45163 0.56001
H -1.31150 1.30201 -0.71502
H 0.46185 1.14003 -0.97623
H -1.01109 -1.99668 0.69098
H 0.78782 -1.74266 0.31630
*
```

No. 2
Molecular formula: C24H36FO18
Method: DFT, ωB97M-V/def2-TZVPD

Values from the calculation:
Energy above the lowest of the compared OMol25 structures with the same formula, charge and spin ... 145.49 kcal per mole
HOMO-LUMO gap ... 9.4130 eV
HOMO level ... -7.571 eV
DFT total energy ... -65041.00142 eV
E_LUMO ... 0.068 hartree

The geometry in ORCA input format:
```
! wB97M-V def2-TZVPD RIJCOSX def2/J DEFGRID3
* xyz -1 1
F 0.39911 -0.19638 -0.26914
C 0.89311 2.06562 -2.69314
C -0.55389 2.09962 -3.06214
C -1.61589 1.80062 -1.97314
O -2.20989 3.05062 -1.64414
C -1.92989 3.89862 -2.55614
O -2.28589 5.11662 -2.50814
O -0.95789 3.44562 -3.37914
H 1.20011 2.45862 -1.78814
H 1.49611 2.49762 -3.45814
H 1.18211 1.03662 -2.35214
H -0.71989 1.63162 -4.11014
H -1.01389 1.28862 -1.09714
H -2.29989 0.97662 -2.38614
C 2.07511 -0.01238 2.65886
C 3.12611 -0.21638 1.71286
C 3.22911 0.92962 0.81086
O 4.62711 0.79262 0.51486
C 5.22911 0.23862 1.45286
O 6.46811 0.09562 1.60086
O 4.39811 -0.22338 2.40586
H 2.47611 0.51662 3.67686
H 1.77811 -0.95138 3.30486
H 1.11811 0.41662 2.26786
H 2.81911 -1.18338 0.96486
H 3.12411 2.00062 1.17286
H 2.68511 0.91762 -0.06714
C -3.60889 -0.74738 -0.58714
C -4.50489 0.09062 0.38786
C -5.82189 -0.72038 0.55486
O -5.60789 -1.33238 1.82086
C -4.52589 -0.85038 2.46286
O -4.04989 -1.14538 3.56486
O -3.93989 -0.09338 1.63086
H -2.52189 -0.33538 -0.51014
H -4.06389 -0.50638 -1.73414
H -3.42889 -1.72238 -0.30714
H -4.55489 1.10262 0.34886
H -6.13789 -1.45538 -0.29914
H -6.78389 -0.16438 0.59986
C 4.04811 0.36162 -3.40114
C 3.60211 -0.97238 -2.58014
C 2.25611 -1.70638 -2.88014
O 2.62011 -3.05438 -3.02214
C 3.93511 -3.20138 -2.98014
O 4.51811 -4.22538 -2.91014
O 4.48911 -2.00138 -2.88014
H 4.85011 0.76962 -2.83314
H 3.24511 1.09062 -3.48314
H 4.60511 0.32962 -4.46814
H 3.70111 -0.66038 -1.51314
H 1.84411 -1.51138 -3.83714
H 1.42411 -1.49638 -2.23414
C -2.59089 3.25062 2.22986
C -1.31789 2.39562 2.38686
C -0.15489 2.96162 1.75386
O 0.63911 3.51962 2.79986
C 0.13711 3.09062 3.91586
O 0.63711 3.35262 5.00686
O -1.04589 2.55562 3.76986
H -2.42289 4.22062 2.56786
H -3.15489 2.77762 3.05486
H -2.91589 3.04662 1.30486
H -1.34889 1.32862 2.15086
H -0.44189 3.69662 0.92286
H 0.60711 2.11162 1.04586
C -0.92889 -2.59338 1.85786
C -1.03189 -3.61538 0.72786
C 0.12811 -3.55938 -0.21714
O 0.26611 -4.88538 -0.60314
C -0.35589 -5.66138 0.22786
O -0.12589 -6.86038 0.29886
O -1.13389 -4.93238 1.07286
H 0.00311 -2.71038 2.35886
H -1.66689 -2.80938 2.54886
H -1.09989 -1.55838 1.54586
H -1.86189 -3.31338 0.04786
H 0.98811 -3.29338 0.24186
H -0.13189 -2.84938 -1.12914
*
```

No. 3
Molecular formula: C4H9N4O
Method: DFT, ωB97M-V/def2-TZVPD

Values from the calculation:
Energy above the lowest of the compared OMol25 structures with the same formula, charge and spin ... 21.25 kcal per mole
HOMO-LUMO gap ... 9.3642 eV
HOMO level ... -14.383 eV
DFT total energy ... -12294.70038 eV
E_LUMO ... -0.184 hartree

The geometry in ORCA input format:
```
! wB97M-V def2-TZVPD RIJCOSX def2/J DEFGRID3
* xyz 1 1
C -2.58348 -1.52078 0.11550
C -2.28293 1.01673 -0.05469
C -3.02395 -0.19724 0.61831
C -0.43021 -0.80043 -0.30824
N -1.37971 -1.73557 -0.15582
N -0.89300 0.75337 -0.18788
N 0.74476 -1.07998 -0.62050
N 2.53078 0.81677 0.08911
O -2.78528 1.92012 -0.62766
H -3.29784 -2.28956 0.11796
H -4.03268 -0.02432 0.46528
H -2.72577 -0.13027 1.72648
H -0.37698 1.33779 -0.83619
H 1.02195 -1.95375 -0.99535
H 1.47781 -0.27930 -0.58848
H 2.78463 1.65679 -0.46677
H 3.32381 0.25004 0.16229
H 2.23836 1.13360 1.02513
*
```

No. 4
Molecular formula: C9H8N2O2
Method: DFT, ωB97M-V/def2-TZVPD

Values from the calculation:
Energy above the lowest of the compared OMol25 structures with the same formula, charge and spin ... 126.24 kcal per mole
HOMO-LUMO gap ... 9.4212 eV
HOMO level ... -8.909 eV
DFT total energy ... -16533.33123 eV
E_LUMO ... 0.019 hartree

The geometry in ORCA input format:
```
! wB97M-V def2-TZVPD RIJCOSX def2/J DEFGRID3
* xyz 0 1
C -2.29196 -0.53694 0.01872
C -1.14681 1.41617 -0.14633
C -0.56747 0.38983 0.84918
C 0.83206 0.05199 0.39940
C 1.83811 1.07305 0.47328
C 3.17410 0.57673 -0.03837
C 3.33111 -0.66336 -0.49262
C 2.40458 -1.63205 -0.36464
C 1.15824 -1.27013 -0.02359
H -3.79362 -1.40309 -1.22985
H -3.55634 -2.20128 0.30264
H -0.55422 0.91516 1.86153
H 1.79750 2.30490 0.87336
H 3.96877 1.29975 -0.01878
H 4.25511 -0.92696 -0.61093
H 2.28468 -2.62030 -0.52746
H 0.11979 -2.19150 -0.30189
N -3.18239 -1.43593 -0.29262
N -2.28219 0.66182 -0.72876
O -0.80615 2.45650 -0.56291
O -1.52652 -0.73019 0.90677
*
```

No. 5
Molecular formula: C4H6OS
Method: DFT, ωB97M-V/def2-TZVPD

Values from the calculation:
Energy above the lowest of the compared OMol25 structures with the same formula, charge and spin ... 43.44 kcal per mole
HOMO-LUMO gap ... 7.9848 eV
HOMO level ... -8.773 eV
SMILES ... C=CC(=S)CO
DFT total energy ... -17126.24628 eV
E_LUMO ... -0.029 hartree

The geometry in ORCA input format:
```
! wB97M-V def2-TZVPD RIJCOSX def2/J DEFGRID3
* xyz 0 1
C -1.24528 -0.74904 -1.63332
C -0.30078 -0.48542 -0.76891
C -0.23666 0.65201 0.20371
S -1.28760 1.93369 0.03611
C 0.66165 0.44314 1.36880
O 1.84088 -0.24589 1.00445
H -2.21093 -0.20445 -1.69431
H -1.16677 -1.58859 -2.32768
H 0.57607 -1.21405 -0.73084
H 0.10859 -0.25263 1.99884
H 0.84877 1.33368 1.98630
H 2.41205 0.37755 0.55685
*
```

No. 6
Molecular formula: C55H49BN7O4RbS2
Method: DFT, ωB97M-V/def2-TZVPD

Values from the calculation:
Energy above the lowest of the compared OMol25 structures with the same formula, charge and spin ... 20.83 kcal per mole
HOMO-LUMO gap ... 4.4567 eV
HOMO level ... -1.042 eV
DFT total energy ... -99458.04231 eV
E_LUMO ... 0.125 hartree

The geometry in ORCA input format:
```
! wB97M-V def2-TZVPD RIJCOSX def2/J DEFGRID3
* xyz -2 1
Rb -0.03740 0.37402 0.12820
N -3.06340 -3.89062 1.51525
C -2.70822 -2.56336 1.37317
N -2.36199 -2.01297 0.28536
C -2.33037 -2.77307 -0.89799
N -2.03063 -2.28881 -2.06033
N -1.57165 -1.03543 -2.19284
C -1.36711 -0.76914 -3.49213
C -0.69185 0.27826 -4.05622
C -0.30739 0.22955 -5.43719
C 0.82139 0.84693 -5.86110
C 1.67060 1.46727 -4.86176
C 1.20068 1.70087 -3.63210
N -0.16556 1.42008 -3.33399
C -2.65621 -4.20483 -0.82350
C -2.58542 -5.07016 -1.91424
C -2.89073 -6.41945 -1.78622
C -3.26573 -6.93823 -0.55830
C -3.32486 -6.09927 0.55047
C -3.02216 -4.75256 0.42037
H -3.26840 -4.26131 2.42456
H -2.76724 -1.97176 2.28267
H -1.73762 -1.51077 -4.20488
H -0.88393 -0.40858 -6.09989
H 1.15200 0.78351 -6.88993
H 2.70712 1.68424 -5.08440
H 1.79600 2.13459 -2.83888
H -2.27907 -4.65398 -2.86360
H -2.82625 -7.06717 -2.65251
H -3.49810 -7.99070 -0.45131
H -3.60269 -6.49377 1.52267
C 0.39262 -6.58071 1.96643
C 1.42115 -5.44389 2.06752
C 1.70629 -4.92525 0.65635
C 2.73124 -5.99845 2.64874
C 0.85574 -4.34870 2.97105
C 0.64762 -4.61266 4.33506
C 0.09120 -3.67685 5.19141
C -0.26342 -2.43707 4.67748
S -0.99244 -1.07124 5.45748
C -0.95531 -0.17980 3.87815
N -0.44652 -0.88524 2.93261
C -0.05546 -2.14012 3.31939
C 0.49806 -3.10507 2.47693
C -1.46169 1.18318 3.78223
C -2.10410 1.74351 4.90105
C -2.58544 3.03367 4.85285
C -2.42240 3.76451 3.67726
C -1.78803 3.19117 2.58498
C -1.26661 1.87958 2.55920
H 0.78028 -7.38794 1.33831
H -0.53182 -6.21719 1.51619
H 0.16436 -6.99175 2.95237
H 2.13560 -5.72764 0.05289
H 2.41348 -4.09312 0.67411
H 0.79157 -4.59471 0.16064
H 3.15012 -6.74670 1.97142
H 2.57740 -6.47440 3.61813
H 3.46659 -5.19987 2.76974
H 0.91802 -5.58005 4.74169
H -0.05966 -3.90962 6.23864
H 0.64219 -2.83668 1.43922
H -2.23443 1.15846 5.80869
H -3.08170 3.47132 5.71210
H -2.79643 4.78398 3.62355
H -1.68743 3.80614 1.69083
C -4.04026 8.13764 -0.52674
C -3.36768 7.82795 -1.87157
C -2.06908 8.63491 -1.95680
C -4.28726 8.29620 -3.01253
C -3.12521 6.32323 -2.00249
C -4.21531 5.45576 -2.05382
C -4.07781 4.08157 -2.24326
C -2.80355 3.58291 -2.38721
O -2.39141 2.31760 -2.66265
B -0.99103 2.40317 -2.78860
O -0.55829 3.71847 -2.48931
C -1.70134 4.43041 -2.29185
C -1.83589 5.78895 -2.10783
H -4.29825 9.19953 -0.46938
H -3.36835 7.89883 0.29950
H -4.95245 7.55370 -0.40038
H -2.30322 9.70182 -1.94450
H -1.52775 8.41751 -2.87864
H -1.41447 8.42419 -1.10925
H -4.38035 9.38582 -3.00202
H -5.28724 7.87204 -2.91562
H -3.88025 7.99236 -3.97837
H -5.22030 5.84940 -1.95614
H -4.94122 3.43007 -2.27122
H -0.94729 6.40145 -2.05009
N 2.42478 -0.66064 1.61035
C 3.36489 -0.96102 2.19199
C 4.51647 -1.36578 2.92775
C 5.74037 -0.72158 2.74859
C 6.84436 -1.14197 3.46824
C 6.74015 -2.20112 4.36135
C 5.52012 -2.84169 4.53873
C 4.40821 -2.42789 3.82872
H 5.81186 0.09009 2.03579
H 7.79572 -0.64479 3.33001
H 7.60952 -2.52874 4.91738
H 5.43687 -3.66803 5.23344
H 3.44584 -2.90736 3.96608
O 9.74003 1.20856 -4.46894
C 8.97854 2.22974 -3.95396
O 9.39003 3.35603 -4.11050
C 7.74037 1.85762 -3.27960
C 6.81806 2.86864 -2.95304
C 5.64752 2.59099 -2.29466
C 5.31691 1.27223 -1.88290
S 3.90621 0.91285 -1.00323
C 6.24883 0.25856 -2.22756
C 7.41232 0.54327 -2.89716
H 9.26308 0.38203 -4.34621
H 7.06034 3.88159 -3.25030
H 4.94682 3.38063 -2.05597
H 6.02259 -0.75631 -1.92758
H 8.09135 -0.28293 -3.09702
*
```